Density functional theory data (ωB97M-V/def2-TZVPD) for C7H7NO3 in the gas phase in a non-equilibrium geometry.

Each line ends with the Mulliken charge.
Atoms and positions in Å:
N 1.831 -0.791 -2.907  -0.434
C 1.247 -0.387 -1.834  0.732
C 1.856 0.509 -0.901  -0.901
C 1.184 0.733 0.288  -0.392
C -0.049 0.209 0.645  -0.603
C -0.765 0.749 1.916  0.544
O -0.297 1.666 2.660  -0.636
O -1.920 0.162 2.215  -0.529
C -0.683 -0.561 -0.282  1.339
O -1.989 -0.949 -0.075  -0.604
C 0.001 -0.982 -1.508  -0.835
H 2.824 -0.414 -2.957  0.233
H 1.567 -1.057 -3.811  0.214
H 2.777 1.036 -0.984  0.315
H 1.587 1.345 1.074  0.453
H -1.954 -0.592 1.483  0.435
H -2.403 -1.572 -0.752  0.347
H -0.317 -1.851 -2.055  0.321

Properties
SMILES = Nc1ccc(C(=O)O)c(O)c1
ΔE to the lowest compared entry with this formula, charge and spin = 1.2685 eV
E_tot = -15004.3279 eV
net charge = 0
2S+1 = 1

***

Density functional theory data (ωB97M-V/def2-TZVPD) for a gas-phase ion, C4H9N2 (charge +1) in a non-equilibrium geometry.

Each line ends with the Mulliken charge.
Atoms and positions in Å:
C 0.086 -0.938 0.737  -0.670
C -0.353 -0.656 -0.735  -0.641
C -0.730 0.758 -0.953  -0.404
N 0.130 1.681 -0.229  0.395
N 0.967 1.440 0.677  -0.371
C 1.129 0.118 1.216  -0.351
H 0.284 -1.924 1.003  0.476
H -0.942 -0.760 1.154  0.280
H 0.509 -0.737 -1.451  0.358
H -1.244 -1.217 -1.075  0.323
H -0.535 0.819 -2.029  0.294
H -1.746 1.193 -0.802  0.346
H 0.205 2.609 -0.581  0.299
H 1.236 0.447 2.306  0.332
H 2.096 -0.440 1.072  0.335

Properties
SMILES = C1CC[NH+]=NC1
ΔE to the lowest compared entry with this formula, charge and spin = 3.2941 eV
E_tot = -7264.8477 eV
net charge = +1
2S+1 = 1

***

Density functional theory data (ωB97M-V/def2-TZVPD) for C6H10N2 in the gas phase in a non-equilibrium geometry.

Each line ends with the Mulliken charge.
Atoms and positions in Å:
C -2.511 0.511 -0.289  -0.821
C -1.258 0.837 -0.621  -0.289
C -0.103 0.024 -0.181  1.068
N 1.083 0.283 -0.512  -0.465
C 1.379 1.467 -1.329  -0.854
N -0.387 -1.006 0.764  -0.337
C 0.581 -2.095 0.775  -0.444
C 0.616 -1.098 1.891  -0.293
H -3.257 1.262 -0.650  0.234
H -2.791 -0.332 0.296  0.367
H -1.055 1.646 -1.375  0.058
H 2.468 1.366 -1.592  0.301
H 1.345 2.389 -0.593  0.304
H 0.679 1.688 -2.255  0.225
H 0.234 -3.174 0.841  0.211
H 1.404 -2.060 0.092  0.253
H 1.493 -0.408 1.889  0.250
H 0.079 -1.301 2.848  0.233

Properties
SMILES = C=C/C(=N\C)N1CC1
ΔE to the lowest compared entry with this formula, charge and spin = 3.1103 eV
E_tot = -9361.3267 eV
net charge = 0
2S+1 = 1

***

Density functional theory data (ωB97M-V/def2-TZVPD) for a molecular structure, C27H27GeINNiO3 in a non-equilibrium geometry.

Each line ends with the Mulliken charge.
Atoms and positions in Å:
Ni -0.105 -0.034 -0.110  0.546
I 0.822 -0.514 2.292  0.091
C 2.811 -1.073 1.841  0.154
C 3.577 -1.444 2.901  -0.613
C 4.903 -1.880 2.682  -0.733
C 5.406 -1.939 1.418  -0.910
C 4.623 -1.545 0.304  0.707
C 5.144 -1.595 -1.018  -0.889
C 4.407 -1.185 -2.090  -0.695
C 3.101 -0.686 -1.892  -0.819
C 2.583 -0.652 -0.636  1.621
C 3.298 -1.082 0.503  -0.155
H 3.180 -1.421 3.908  0.409
H 5.509 -2.172 3.529  0.389
H 6.419 -2.280 1.243  0.425
H 6.157 -1.954 -1.154  0.433
H 4.820 -1.231 -3.090  0.421
H 2.526 -0.316 -2.731  0.399
C -3.262 -1.025 -0.094  -0.869
O -2.200 -0.335 0.573  -0.298
C -2.623 0.839 1.289  -0.805
C -2.220 2.072 0.542  -0.396
O -0.802 2.026 0.428  -0.037
C -0.219 3.264 0.013  -1.012
H -4.121 -1.101 0.572  0.503
H -2.909 -2.029 -0.316  0.167
H -3.546 -0.521 -1.019  0.371
H -2.110 0.826 2.253  0.244
H -3.697 0.816 1.469  0.516
H -2.527 2.963 1.097  0.475
H -2.669 2.102 -0.457  0.322
H -0.464 4.047 0.731  0.340
H -0.578 3.549 -0.978  0.382
H 0.858 3.123 -0.018  0.284
Ge -0.574 -1.726 -1.862  0.297
C -1.735 -1.589 -3.420  0.807
C -1.397 -0.794 -4.516  -0.341
C -2.253 -0.696 -5.604  -0.817
C -3.460 -1.382 -5.609  -0.469
C -3.804 -2.180 -4.528  -0.796
C -2.947 -2.284 -3.440  0.085
C 0.236 -3.501 -1.886  0.442
C 1.580 -3.856 -1.779  0.199
C 1.933 -5.183 -1.568  -0.676
C 0.954 -6.158 -1.437  -0.486
C -0.385 -5.811 -1.538  -0.812
C -0.743 -4.488 -1.763  -0.451
H 1.609 -0.223 -0.483  0.377
H -0.458 -0.257 -4.543  0.397
H -1.975 -0.079 -6.449  0.417
H -4.129 -1.298 -6.456  0.403
H -4.740 -2.726 -4.530  0.407
H -3.241 -2.912 -2.606  0.187
H 2.357 -3.115 -1.868  0.277
H 2.980 -5.455 -1.503  0.421
H 1.234 -7.188 -1.260  0.387
H -1.153 -6.570 -1.449  0.413
H -1.796 -4.243 -1.860  0.077
O 0.302 2.369 -3.478  -0.555
C 0.155 1.454 -2.761  0.420
N 0.004 0.507 -2.033  -0.582

Properties
ΔE to the lowest compared entry with this formula, charge and spin = 1.1968 eV
E_tot = -141721.6720 eV
net charge = +1
2S+1 = 3
expectation value of S² = 2.024

***

Density functional theory data (ωB97M-V/def2-TZVPD) for C12H21N3OS in the gas phase in a non-equilibrium geometry.

Each line ends with the Mulliken charge.
Atoms and positions in Å:
C -0.808 -3.091 1.888  -1.043
C -1.207 -3.498 0.586  0.054
C -1.865 -2.732 -0.497  -0.890
N -2.103 -1.227 -0.040  0.180
C -1.314 -0.034 0.038  -0.077
C 0.451 -0.413 -0.303  -1.195
C 0.352 0.021 -1.709  -1.158
C 1.795 -0.908 -2.354  -1.301
C 1.022 0.778 0.566  -1.263
C 1.254 2.202 0.421  1.820
C 1.008 3.013 1.739  -2.134
C 2.472 2.601 -0.528  -1.708
O 0.143 2.490 -0.813  -0.731
N -1.743 0.948 0.678  -0.131
N -3.003 0.616 0.966  -0.614
C -3.275 -0.763 0.273  0.309
S -4.645 -1.594 0.320  -0.463
H -0.367 -3.696 2.329  0.566
H -0.952 -2.135 2.433  0.232
H -0.740 -4.589 0.188  0.207
H -1.269 -2.449 -1.371  0.234
H -2.778 -2.943 -0.641  0.735
H 0.690 -1.310 -0.139  2.082
H -0.415 -0.497 -2.399  0.244
H 0.466 0.896 -1.992  0.871
H 2.691 -0.293 -1.678  0.156
H 1.816 -0.619 -3.263  0.575
H 1.770 -1.922 -2.167  0.417
H 0.904 0.400 1.653  0.165
H 2.161 0.313 0.415  0.502
H 1.967 2.699 2.365  0.277
H 1.105 3.859 1.359  0.751
H 0.261 2.649 2.235  0.452
H 2.727 1.985 -1.280  0.395
H 3.422 2.240 0.182  0.300
H 2.564 3.581 -0.518  0.542
H -0.769 2.266 -0.096  0.446
H -3.789 1.156 1.151  0.196

Properties
SMILES = C=CCn1c([C@@H](CC)CC(C)(C)O)n[nH]c1=S
ΔE to the lowest compared entry with this formula, charge and spin = 14.8693 eV
E_tot = -30122.9986 eV
net charge = 0
2S+1 = 1

***

Density functional theory data (ωB97M-V/def2-TZVPD) for C6H12O in the gas phase.

Each line ends with the Mulliken charge.
Atoms and positions in Å:
C -2.553 -0.107 -0.446  -0.786
O -1.327 0.039 0.182  -0.272
C -0.192 -0.624 -0.293  -0.154
C 0.809 0.068 -1.275  -0.801
C 1.945 -0.315 -0.293  -0.590
C 0.866 -0.471 0.807  0.083
C 0.535 0.904 1.498  -1.245
H -2.863 -1.161 -0.481  0.290
H -2.543 0.322 -1.455  0.294
H -3.257 0.452 0.179  0.238
H -0.445 -1.646 -0.624  0.450
H 0.885 -0.297 -2.303  0.355
H 0.647 1.148 -1.288  0.240
H 2.727 0.420 -0.078  0.306
H 2.444 -1.247 -0.593  0.274
H 0.989 -1.332 1.485  0.332
H 1.394 1.295 2.042  0.394
H 0.247 1.669 0.759  0.299
H -0.331 0.884 2.174  0.293

Properties
SMILES = CO[C@H]1CC[C@H]1C
ΔE to the lowest compared entry with this formula, charge and spin = 1.8122 eV
E_tot = -8462.5417 eV
net charge = 0
2S+1 = 1